Record 1
94
Properties=species:S:1:pos:R:3 method="wB97M-V/def2-TZVPD" lumo_ev="-3.099 / -4.880" multiplicity=2 homo_ev="-11.251 / -11.251" s2=0.76 e_tot_ev=-74148.0331 charge=+1
H 1.678 4.605 -1.414
H 2.194 2.306 -2.018
C 2.735 3.087 -2.551
C -1.172 -1.286 4.733
H -1.549 5.605 -0.435
P -0.807 -0.257 -1.414
C -4.951 -2.268 2.561
C -0.927 0.523 3.314
H 1.257 -2.476 3.620
H -0.524 1.927 5.011
Li -0.155 1.836 -0.448
H -3.875 -1.760 -0.113
H -4.001 -0.216 0.070
C 2.465 -3.044 1.229
H 4.553 -3.782 -2.377
C 3.116 -2.304 -2.889
H -5.319 -1.917 3.525
H -6.132 -3.245 0.941
H 6.269 -1.351 -2.781
O -0.781 -0.861 3.401
C -0.987 -0.098 5.611
C 5.427 -1.727 -2.200
H 1.213 -4.158 4.039
C 4.589 -2.789 -2.827
O -1.850 -1.222 -1.982
C -6.112 -2.314 1.507
H -3.881 -0.339 2.448
O 1.034 -2.793 1.072
O -5.744 -1.281 0.558
C 1.314 -3.478 3.194
C 2.502 3.038 -4.079
H -4.596 -3.291 2.687
H 4.968 0.319 -2.320
C 0.370 -3.556 2.019
H 0.375 3.703 -4.072
H 3.804 2.914 -2.427
H -7.068 -2.124 1.996
C 2.343 4.573 -2.277
H -2.764 1.961 0.065
H 2.247 2.050 -4.462
C -1.221 4.808 0.232
H 4.271 -0.395 -0.934
H 0.800 0.814 4.619
Li 0.533 -0.855 0.614
O 1.774 5.083 -3.478
H -2.475 5.862 1.665
H -0.413 1.006 2.483
H 3.351 3.406 -4.656
O 0.964 -0.278 -4.376
H -3.961 4.134 1.550
H 2.621 -2.673 -3.787
O -1.414 -0.677 -5.129
H -3.468 3.329 -0.647
Li -0.627 0.770 -4.120
H -1.341 4.874 2.407
H 3.007 -2.120 1.025
H 5.775 -2.023 -1.211
H 3.123 5.199 -1.843
C -0.282 0.908 4.707
H -2.756 2.918 2.194
O -0.928 0.166 0.035
H 2.486 -2.491 -2.020
C 4.486 -0.598 -1.983
H 1.271 4.356 -5.377
H -1.965 0.212 5.979
H -0.314 -0.296 6.445
H -0.631 -3.164 2.196
H 5.110 -2.872 -3.781
H 0.178 -4.558 1.635
O 0.446 -1.177 -1.260
O 0.446 -1.604 -6.349
O -0.200 0.970 -2.227
Li 1.472 -0.074 -2.499
H -1.967 0.828 3.197
H 2.893 -4.684 2.458
Li -0.405 -2.654 -2.041
Li -2.105 -1.834 -3.749
H -0.138 4.780 0.353
C -3.915 -1.317 1.967
C 1.386 3.996 -4.355
C -2.032 4.871 1.564
O 3.334 -0.853 -2.806
H -2.221 -1.583 4.748
C -2.964 3.702 1.466
O -1.410 3.473 -0.343
H -0.605 -2.153 5.070
P -0.007 -1.376 -4.908
O -0.278 -2.613 -3.925
H 2.877 -3.643 0.416
H 3.454 -3.037 3.110
C -2.699 3.049 0.074
H -2.901 -1.708 1.889
C -4.363 -1.096 0.601
C 2.695 -3.620 2.588



Record 2
87
Properties=species:S:1:pos:R:3 method="wB97M-V/def2-TZVPD" lumo_ev=-0.115 de_lowest_ev=25.039 smiles="O=S1(=O)OCCO1.O=S1(=O)OCCO1.C1CCOC1.C1CCOC1.C1CCOC1.C1CCOC1.C1CCOC1" homo_ev=-8.859 e_tot_ev=-73929.0086
H -0.477 -0.642 0.164
H 0.853 -2.005 -1.198
O 0.682 3.621 0.542
H -2.480 -1.309 3.591
H 4.869 -2.135 -1.686
H -4.449 -0.816 -1.485
H -0.306 -4.553 -1.024
H -1.956 0.142 -0.362
C 4.725 -0.037 2.764
C 0.513 -2.014 -0.163
C -4.346 1.740 0.461
H 2.658 -2.886 -0.745
H -1.737 -3.117 1.192
C 3.952 -1.752 -2.135
C -1.292 2.978 -3.389
H -6.393 0.295 -1.638
C -0.445 -4.150 -0.021
O -5.623 1.416 -0.058
H -0.734 -5.037 0.542
H -4.136 2.797 0.297
C 2.708 -0.188 1.616
O 3.753 0.703 1.986
H -0.815 3.146 -4.354
H 1.829 -2.461 -2.209
H -4.450 1.477 1.514
S 0.747 2.173 0.384
H -1.265 2.760 -0.634
C -0.254 3.421 -2.373
C -4.169 0.237 -1.494
H 1.656 -4.000 0.247
H -1.499 -2.541 2.641
O -0.871 -1.876 -0.113
H 0.400 -0.189 -2.038
H 1.506 -0.973 3.630
H -2.004 5.466 -1.939
H 0.551 0.795 1.911
O 2.938 1.562 -1.052
O 1.639 0.538 -3.075
H 1.888 -0.167 2.334
H -2.345 -3.216 -0.572
H -1.784 -0.299 1.175
H 0.363 4.222 -2.779
H -3.229 -0.110 0.378
H -1.609 1.938 -3.302
C -0.880 0.279 -0.258
H -1.652 0.601 2.714
O 1.788 1.453 1.098
H 5.564 -1.408 1.452
H 1.009 -1.309 0.505
H 2.327 0.024 0.617
O -0.426 -1.614 3.877
O -2.450 3.824 -3.186
H 5.661 0.521 2.722
H 0.337 0.340 4.214
C -1.083 3.704 -1.149
C -2.309 4.421 -1.886
C 0.502 -0.549 3.605
H 0.864 -3.220 1.572
H 4.269 -0.055 3.754
H -5.578 1.758 -2.156
H 0.551 2.714 -2.175
H -2.507 1.223 -0.414
C 0.176 -0.201 2.149
H -3.620 0.445 -2.413
O 0.814 1.727 -1.210
C -3.477 0.759 -0.233
H 3.991 -2.143 -3.151
H -0.578 4.334 -0.417
C -1.576 -1.521 3.020
C -0.087 0.642 -1.526
C -1.515 -3.101 0.125
H 2.679 -2.226 1.781
C 2.591 -2.114 -1.511
H -3.305 4.383 -1.445
H 3.388 -1.648 0.325
C -1.314 -0.273 2.158
O 2.144 -0.875 -0.935
C 3.364 -1.469 1.400
S 2.596 0.394 -1.895
O -0.732 1.500 0.505
H -0.796 1.021 -2.262
C -5.519 0.921 -1.461
C 4.738 -1.406 2.164
C 0.773 -3.414 0.503
H 5.030 -2.191 2.863
H 0.717 -0.819 1.432
O 3.966 -0.388 -2.403



Record 3
96
Properties=species:S:1:pos:R:3 method="wB97M-V/def2-TZVPD" lumo_ev=0.435 de_lowest_ev=11.311 smiles="COC(=O)OC.COC(=O)OC.COC(=O)OC.COC(=O)OC.COC(=O)OC.COC(=O)OC.COC(=O)OC.COC(=O)OC" homo_ev=-9.628 e_tot_ev=-74795.4366
O 0.333 -19.230 -1.891
O -5.384 -16.427 -0.055
H -2.780 -18.629 -2.006
C -5.512 -15.992 1.258
H -4.936 -16.513 1.993
H 3.047 -22.116 -2.547
H -2.191 -17.145 -2.527
H -7.073 -21.082 3.125
O 0.647 -21.628 -1.489
H -6.162 -19.628 3.836
H 0.265 -19.494 0.139
H -1.889 -22.484 -0.675
C -7.977 -18.917 2.008
H -1.752 -18.993 -9.925
O 1.811 -20.398 -3.157
O -5.295 -20.192 -1.679
O -6.457 -19.921 -5.996
C 0.212 -21.906 2.072
H -10.402 -18.951 -4.543
H -2.212 -17.443 -9.187
O -2.644 -19.981 1.724
C -9.516 -18.796 -7.352
O -8.537 -19.683 -6.846
H 0.177 -22.622 2.919
O -6.921 -19.173 1.146
H -6.172 -19.192 -3.227
C -4.056 -20.063 1.529
O -8.019 -19.299 3.319
H -4.349 -19.328 0.862
C -9.127 -17.723 0.354
H -1.963 -22.264 -2.463
C -3.067 -17.720 -2.477
O -6.833 -18.206 -7.660
H -3.380 -17.959 -3.496
O -9.393 -18.360 -2.794
H -6.623 -15.100 -2.044
C -6.438 -19.931 -2.483
O -2.461 -22.235 2.525
C -9.864 -19.362 -3.682
H -6.272 -16.117 -3.432
H 1.242 -21.614 1.781
O -1.692 -20.364 -6.185
C -1.912 -20.984 2.181
H -6.591 -15.996 1.546
H -4.551 -19.879 2.495
H -3.472 -18.762 -9.320
O -4.189 -17.069 -1.865
H -9.016 -19.954 -4.095
C -1.893 -21.628 -5.624
H -4.269 -21.023 1.111
H -0.685 -18.265 -0.311
C -5.172 -19.419 -5.895
H -9.365 -18.478 -8.404
H -0.144 -22.477 1.241
H -6.847 -20.751 -2.989
H -7.277 -19.521 -1.831
O -4.522 -21.664 -3.380
H -10.004 -17.048 0.244
O -9.002 -18.175 1.730
C -7.060 -20.242 3.798
H -5.215 -14.941 1.346
C -8.531 -17.414 -3.289
C 0.947 -20.425 -2.205
H -4.752 -20.097 -5.132
H -3.152 -23.204 -1.629
O -1.969 -18.861 -7.795
C -7.272 -19.295 -6.866
C -7.090 -15.619 -2.911
C -4.359 -21.035 -2.124
O -7.974 -16.588 -2.429
H -9.305 -18.642 -0.274
O -0.656 -20.795 2.107
H -5.135 -18.371 -5.537
O -8.324 -17.349 -4.701
H -10.495 -19.188 -7.299
H -4.622 -19.528 -6.824
H -7.233 -20.602 4.783
O -3.331 -21.154 -1.362
O -2.998 -16.896 0.236
C -2.546 -22.312 -1.557
C -2.416 -18.512 -9.105
H -2.993 -21.931 -5.706
H -8.261 -17.053 0.029
C -2.157 -20.119 -7.396
H 3.242 -21.668 -4.129
O -2.991 -20.976 -8.080
H -1.390 -21.611 -4.640
C -0.333 -19.230 -0.697
H -7.525 -14.895 -3.632
H -10.511 -20.038 -3.127
H -1.249 -19.877 -0.727
C 2.447 -21.649 -3.348
H -9.540 -17.839 -6.794
C -4.168 -16.790 -0.541
H 1.740 -22.421 -3.674
H -1.368 -22.392 -6.251



Record 4
81
Properties=species:S:1:pos:R:3 method="wB97M-V/def2-TZVPD" lumo_ev="-10.632 / -10.637" de_lowest_ev=1.976 homo_ev="-15.592 / -15.591" e_tot_ev=-170398.0071 charge=+3
C 0.702 4.400 0.434
H 1.340 4.652 -0.419
C 3.990 -4.169 1.630
H 3.194 -0.464 -0.146
N 2.474 0.253 -0.129
H 0.016 -4.893 0.969
H -2.572 3.590 -1.700
C -4.506 -0.605 1.295
H 0.244 5.334 0.767
H 2.190 3.432 -2.735
N 3.895 3.215 -0.502
H 1.306 4.035 1.269
H 2.249 2.726 -4.330
H -1.245 2.868 2.366
C -3.357 0.645 -1.466
H -0.453 -0.534 -3.745
H -0.091 -1.956 3.992
H -0.525 2.438 -5.187
H 4.517 2.547 1.392
H -3.768 -2.522 -1.395
C 3.370 -4.403 0.412
H -0.635 1.375 1.644
Si 0.389 1.696 -3.015
H 0.098 0.906 -0.596
H -6.254 -0.708 2.530
C -5.264 -1.103 2.347
H -0.861 -3.558 3.989
C -4.755 -2.111 3.152
H 2.968 0.887 1.792
H -2.086 -3.091 -1.397
H 3.644 -5.253 -0.197
H -3.086 -3.383 3.565
H -1.513 -4.569 0.127
H 1.265 -0.436 -4.084
H -2.299 1.893 1.358
C -0.985 -4.475 1.072
C -2.699 -2.067 1.905
H 2.949 1.816 -3.016
H -1.838 2.041 -4.086
H 0.797 -3.382 3.407
H -2.690 4.669 -0.306
C -3.473 -2.595 2.931
C -2.737 -2.250 -1.620
H 3.286 3.932 -0.095
As -2.262 -0.684 -0.561
H 0.707 -0.760 -2.439
C 2.839 1.328 0.805
H -4.926 0.163 0.658
C -3.231 -1.102 1.062
C 3.612 -3.054 2.369
C -0.857 2.514 -4.149
C 4.123 2.100 0.480
C -1.995 4.194 -1.000
H 4.075 -2.834 3.321
C 2.116 2.482 -3.274
H 4.781 3.667 -0.746
H -2.904 0.888 -2.425
Si -0.696 3.205 -0.067
H 1.996 2.021 0.863
H 3.453 2.892 -1.370
H -5.351 -2.517 3.958
Ir 0.342 -0.966 0.139
H -3.468 1.551 -0.875
H -4.330 0.189 -1.642
N 2.025 -2.455 0.689
H 2.297 -1.352 2.416
H 4.751 -4.844 1.999
H -1.526 -5.032 1.837
H 4.889 1.440 0.076
H -2.657 -2.013 -2.680
As -0.862 -2.628 1.663
C -1.271 2.249 1.468
H 1.886 -3.679 -0.969
C 0.501 -0.175 -3.350
C 0.030 1.869 -1.173
C 2.628 -2.225 1.866
C 2.390 -3.527 -0.022
H 2.367 0.609 -1.076
H -1.507 4.988 -1.569
H -0.981 3.574 -3.920
C -0.178 -2.899 3.456



Record 5
85
Properties=species:S:1:pos:R:3 method="wB97M-V/def2-TZVPD" lumo_ev=1.743 de_lowest_ev=0.000 homo_ev=-3.603 e_tot_ev=-60881.5110 charge=-1
C -1.257 1.910 -2.077
H -3.626 7.046 -0.041
H 5.580 -5.902 -2.978
H 5.498 -3.133 0.451
B -4.281 5.689 1.729
H 7.628 -8.958 0.910
H -7.722 2.349 0.980
B -5.527 6.804 1.993
C 3.573 -4.471 -1.218
H -1.743 4.952 0.460
C -7.557 2.547 2.083
H 3.439 -4.532 -3.397
H -2.167 1.307 -2.334
H 3.306 -3.770 -0.387
H -0.624 -1.214 -2.255
C 7.255 -4.889 -1.839
H 1.126 -1.638 -4.058
C -0.033 0.915 -1.815
O 4.073 -10.454 0.625
H -8.549 2.447 2.601
O -3.538 6.052 4.624
H -0.153 0.540 -0.754
H 2.857 -0.562 -1.732
C 1.323 -0.793 -3.327
C 7.290 -4.011 -0.633
H 8.151 -3.595 -0.067
O -5.662 7.623 3.159
C -2.536 5.121 -0.312
H -0.632 3.509 -0.700
C 6.046 -7.669 0.240
H -0.723 -0.097 -3.660
H 5.985 -9.971 -1.442
C 2.977 -3.925 -2.568
N -1.798 4.840 3.101
H -6.821 1.777 2.421
H -7.231 4.417 3.199
H 6.394 -6.932 0.963
C -6.975 4.045 2.157
C 2.274 -1.396 -2.214
H -7.266 7.442 1.443
H 4.378 -2.169 -2.389
H -2.479 2.314 2.325
C -4.446 2.911 3.293
C 5.858 -5.209 -2.154
H -3.945 3.487 4.112
H -3.100 3.772 -2.070
H -4.673 5.655 -0.479
H -3.663 3.139 -0.462
H -1.588 2.188 0.096
H -3.945 1.321 1.801
H 5.753 -7.152 -0.677
H 8.145 -5.273 -2.382
H 1.857 -3.980 -2.596
H -7.537 4.614 1.372
H -1.862 7.467 1.782
H -0.910 2.578 -2.918
C -3.437 1.842 2.664
H -5.242 2.282 3.799
O -2.229 7.508 2.687
C -2.857 3.722 -0.974
H 1.708 -1.951 -1.415
C 5.873 -3.782 -0.379
C -0.088 -0.362 -2.767
P -5.115 3.944 1.868
O 4.899 -8.359 0.765
H 0.955 1.437 -1.941
H 3.212 -5.511 -0.974
P -2.921 5.993 3.046
H -2.043 5.741 -1.130
O -6.526 7.008 0.969
C 7.078 -8.747 -0.012
H -6.483 7.452 3.649
C 3.364 -2.397 -2.822
C 6.215 -9.943 -0.375
H -3.228 1.028 3.425
H 6.668 -10.880 -0.055
C -3.797 5.945 0.177
H 7.803 -8.478 -0.781
H 3.445 -2.222 -3.930
H -0.885 5.249 2.859
H -2.866 5.680 5.222
H 1.831 0.047 -3.872
C -1.530 2.831 -0.828
N 5.060 -4.497 -1.257
C 4.945 -9.664 0.395